Here is 2 unconnected molecules or ions with the total composition C3H10O2 in a non-equilibrium geometry from the OMol25 dataset. Energies are from ωB97M-V with the def2-TZVPD basis set.

Calculated values
DFT total energy (hartree): -270.728325
SMILES: COC.CO
ΔE to the lowest compared entry with this formula, charge and spin (kJ/mol): 114.2

Cartesian coordinates (Å):
C1 -0.03279 1.62689 -0.08495
O1 0.71104 0.34828 -0.00650
C2 1.79489 0.42176 0.90762
H1 -0.89606 1.52220 -0.74523
H2 0.64774 2.36665 -0.51204
H3 -0.35518 1.91948 0.91663
H4 2.36395 -0.51018 0.84018
H5 1.42321 0.52668 1.93189
H6 2.45582 1.25855 0.65787
C3 -1.49864 -1.77828 -0.92603
O2 -1.51338 -1.12846 0.33188
H7 -2.50607 -2.12481 -1.16774
H8 -0.81895 -2.63312 -0.88326
H9 -1.16752 -1.08126 -1.70079
H10 -0.60806 -0.73438 0.44046

---

Here is 2 unconnected molecules or ions with the total composition C3H10O2 in a non-equilibrium geometry from the OMol25 dataset. Energies are from ωB97M-V with the def2-TZVPD basis set.

Calculated values
DFT total energy (hartree): -270.747573
SMILES: CCCO.O
ΔE to the lowest compared entry with this formula, charge and spin (kJ/mol): 63.7

Cartesian coordinates (Å):
C1 0.41709 0.56520 -2.27912
C2 -0.46837 -0.30576 -1.36645
C3 -0.99400 0.47762 -0.12556
O1 -0.76237 -0.24003 1.08265
H1 0.45251 1.63044 -2.01484
H2 1.44472 0.19599 -2.21981
H3 0.12236 0.50842 -3.32468
H4 0.21834 -1.06456 -0.94912
H5 -1.29697 -0.73944 -1.91417
H6 -2.03022 0.69302 -0.34935
H7 -0.42409 1.39829 -0.01922
H8 -1.55910 -0.46640 1.55411
O2 1.41339 -1.25502 4.01427
H9 2.33791 -1.01616 4.19517
H10 1.12882 -0.38160 3.71612

---

Here is 2 unconnected molecules or ions with the total composition C3H10O2 in a non-equilibrium geometry from the OMol25 dataset. Energies are from ωB97M-V with the def2-TZVPD basis set.

Calculated values
DFT total energy (hartree): -270.750037
SMILES: CCCO.O
ΔE to the lowest compared entry with this formula, charge and spin (kJ/mol): 57.2

Cartesian coordinates (Å):
C1 1.13500 0.41365 -1.09101
C2 1.05316 -1.01544 -0.61603
C3 1.20253 -1.14290 0.95904
O1 -0.00884 -0.75825 1.55750
H1 1.56657 0.44376 -2.10563
H2 1.69607 1.11352 -0.44914
H3 0.08581 0.74968 -1.14485
H4 0.04083 -1.38091 -0.87497
H5 1.78513 -1.62038 -1.18500
H6 1.37495 -2.21118 1.19247
H7 2.08731 -0.57545 1.30632
H8 0.28331 -0.44187 2.43782
O2 -4.23203 2.51925 -0.03156
H9 -4.70733 1.69117 -0.26953
H10 -3.36248 2.21540 0.31459

---

Here is 2 unconnected molecules or ions with the total composition C3H10O2 in a non-equilibrium geometry from the OMol25 dataset. Energies are from ωB97M-V with the def2-TZVPD basis set.

Calculated values
DFT total energy (hartree): -270.685154
SMILES: CCO.CO
ΔE to the lowest compared entry with this formula, charge and spin (kJ/mol): 227.5

Cartesian coordinates (Å):
C1 -1.95368 1.81570 -0.80414
C2 -0.87463 0.63528 -0.68391
O1 0.28919 0.92372 0.06782
H1 -2.15469 2.31595 0.18697
H2 -2.86781 1.40078 -1.17017
H3 -1.70636 2.38619 -1.63341
H4 -1.42601 -0.30317 -0.41126
H5 -0.43336 0.40024 -1.64730
H6 0.70191 1.85021 -0.05995
C3 1.28830 -1.66754 0.01837
O2 1.31159 -1.62260 1.51947
H7 0.14705 -1.84990 -0.20437
H8 1.95050 -2.57323 -0.19802
H9 1.86295 -0.77440 -0.40220
H10 0.35968 -1.96225 1.65940

---

| no. | E_HOMO (eV) | gap between HOMO and LUMO (eV) |
| --- | --- | --- |
| 1 | -9.6 | 10.57 |
| 2 | -10.2 | 11.11 |
| 3 | -10.3 | 10.98 |
| 4 | -9.7 | 10.58 |